[1]
89
Properties=species:S:1:pos:R:3:forces:R:3 method="wB97M-V/def2-TZVPD" multiplicity=1 homo_lumo_gap_ev=7.79 e_above_lowest_kcal_mol=1253.24 homo_ev=-8.8
C 12.091 5.184 -17.003 -2.726 0.664 -0.729
O 10.951 5.386 -17.467 1.968 -0.556 0.535
N 13.189 4.876 -17.717 -0.035 -0.583 -1.754
C 14.514 4.903 -17.114 -0.477 1.307 -2.091
C 13.144 4.714 -19.236 -2.072 1.102 0.733
H 12.315 5.318 -15.934 -2.217 -0.798 -1.982
H 14.512 5.283 -16.092 -0.720 -1.196 -4.792
H 15.132 5.586 -17.696 -0.634 0.631 0.943
H 15.073 3.970 -17.191 -0.672 0.180 0.277
H 13.719 3.815 -19.458 -1.983 2.609 -0.926
H 12.154 4.584 -19.672 -0.430 -0.134 0.964
H 13.497 5.633 -19.702 -0.578 -0.616 0.199
C 14.996 5.062 -22.002 0.840 0.686 -3.531
O 15.271 4.715 -23.188 -1.198 0.648 3.728
N 15.767 4.792 -20.940 2.313 0.791 -0.537
C 15.675 5.342 -19.598 -1.612 2.896 0.061
C 16.898 3.888 -21.030 -0.841 1.542 -2.027
H 14.192 5.760 -21.720 -0.318 -0.226 -0.444
H 15.405 4.648 -18.802 0.597 0.185 -1.804
H 14.936 6.143 -19.582 0.126 -0.215 -0.326
H 16.482 5.929 -19.158 -1.325 -0.455 -1.719
H 16.764 3.157 -20.233 -2.589 3.554 -2.712
H 17.117 3.306 -21.925 -0.884 0.566 -0.495
H 17.828 4.354 -20.704 -0.951 -0.115 -1.191
C 17.591 5.406 -18.083 0.178 -3.071 0.055
O 18.106 5.059 -19.148 -2.600 -5.291 5.277
N 17.233 4.597 -17.070 0.248 0.691 -0.462
C 16.656 5.092 -15.825 2.452 1.335 -1.915
C 17.352 3.175 -17.124 2.215 0.008 -0.375
H 17.408 6.467 -17.853 -0.856 -2.627 -3.736
H 16.638 4.314 -15.062 1.798 1.942 -3.165
H 15.631 5.456 -15.884 4.437 0.144 -2.579
H 17.198 5.939 -15.404 -0.205 -1.755 0.672
H 17.613 2.777 -18.105 1.897 2.253 2.835
H 18.150 2.822 -16.470 -1.018 0.587 -1.365
H 16.506 2.562 -16.814 2.265 2.916 -1.239
C 14.958 2.799 -19.539 -0.245 -2.748 -0.502
C 16.125 1.920 -19.184 -6.760 -0.817 1.413
O 15.657 0.803 -18.421 -0.565 -1.249 3.763
C 15.403 0.959 -17.082 0.015 1.157 -2.674
O 15.435 2.025 -16.448 -3.637 -5.719 -6.749
C 15.038 -0.379 -16.390 0.931 -0.533 -2.033
F 16.109 -0.839 -15.743 0.202 -0.088 0.036
F 14.063 -0.227 -15.584 -1.971 0.981 2.655
F 14.581 -1.273 -17.249 0.798 -0.622 -1.024
H 15.336 3.644 -20.115 -1.919 -2.285 1.051
H 14.372 3.197 -18.711 1.683 -2.059 1.051
H 14.194 2.397 -20.205 0.091 -1.014 -0.120
H 16.813 2.541 -18.610 -4.819 -1.805 -0.284
H 16.791 1.532 -19.954 -4.113 -2.760 -0.453
C 15.718 10.159 -12.284 -0.966 -0.387 0.145
C 15.895 9.211 -13.486 -0.297 1.316 0.477
O 15.102 8.017 -13.445 -0.507 -2.664 -1.155
C 15.124 7.184 -14.551 2.532 3.760 -0.346
O 15.677 7.479 -15.642 -5.587 -1.065 5.229
C 14.465 5.822 -14.242 -0.143 2.111 2.576
F 15.365 4.821 -14.488 2.516 10.026 12.117
F 13.911 5.783 -13.024 0.979 -0.299 -1.068
F 13.488 5.671 -15.146 -1.337 5.030 4.342
H 14.716 10.573 -12.179 -0.306 -0.404 -0.126
H 16.304 11.076 -12.340 0.549 -0.354 -0.499
H 15.964 9.677 -11.337 0.064 -0.129 -0.089
H 16.958 8.989 -13.576 -1.674 -0.846 0.998
H 15.614 9.709 -14.414 0.003 0.267 0.075
C 19.282 6.571 -19.856 3.192 2.092 -1.187
Cl 20.621 6.696 -20.999 0.079 0.477 -0.406
Cl 17.706 6.605 -20.680 2.443 4.601 -2.333
Cl 19.560 7.734 -18.458 1.432 -1.064 -3.049
H 19.365 5.595 -19.378 1.586 1.766 -1.190
C 15.159 2.367 -14.501 -1.144 -0.892 3.553
Cl 16.901 2.793 -14.681 -2.220 -6.230 5.738
Cl 14.077 3.658 -14.948 -9.815 -15.294 -2.212
Cl 14.759 2.011 -12.829 0.275 -0.279 1.242
H 14.938 1.488 -15.106 -0.259 0.933 2.997
C 20.124 3.072 -14.325 0.426 -0.442 -0.413
Cl 18.877 4.052 -15.122 4.670 2.028 1.774
Cl 21.152 4.006 -13.306 0.242 0.843 0.888
Cl 21.144 2.345 -15.560 1.715 -0.011 2.219
H 19.678 2.286 -13.716 -0.231 0.156 -0.293
C 17.387 8.913 -16.378 1.996 1.268 -0.525
Cl 17.707 7.171 -16.638 2.113 9.110 4.711
Cl 18.192 9.942 -17.638 -1.434 0.556 0.613
Cl 18.143 9.456 -14.878 2.696 0.649 -1.388
H 16.318 9.125 -16.332 0.687 -0.065 -0.485
C 19.408 2.974 -18.872 2.804 -2.045 -0.965
Cl 18.028 2.422 -19.834 17.987 -2.131 0.040
Cl 20.946 2.843 -19.818 -0.327 0.433 0.257
Cl 19.579 1.857 -17.492 0.769 -1.734 -2.805
H 19.255 4.003 -18.547 0.408 -1.124 0.032


[2]
51
Properties=species:S:1:pos:R:3:forces:R:3 method="wB97M-V/def2-TZVPD" multiplicity=1 homo_lumo_gap_ev=8.60 e_above_lowest_kcal_mol=0.00 homo_ev=-8.6 smiles="Cc1c(C(=O)Nc2cccc(-c3nnc4n3CCCCC4)c2)oc2ccccc12"
C -0.132 -3.379 2.596 -0.057 0.038 0.075
C -0.719 -2.708 1.410 -0.600 0.552 0.221
C -1.776 -1.840 1.369 0.893 -0.878 0.049
C -2.672 -1.416 2.460 -0.288 0.090 0.059
O -2.835 -2.084 3.464 0.136 -0.092 -0.049
N -3.374 -0.266 2.255 -0.449 0.033 0.240
C -3.087 0.776 1.360 0.112 0.504 -0.288
C -4.123 1.418 0.692 0.138 -0.141 0.136
C -3.845 2.474 -0.158 0.005 0.058 0.036
C -2.543 2.892 -0.353 0.091 -0.057 -0.018
C -1.497 2.255 0.315 -0.422 -0.232 0.038
C -0.149 2.777 0.150 0.482 0.113 -0.009
N 0.127 4.054 0.086 -1.108 -0.072 0.089
N 1.454 4.195 -0.009 0.996 0.270 -0.137
C 1.990 3.007 -0.013 -0.029 -0.151 0.184
N 1.017 2.053 0.088 -0.173 0.822 0.137
C 1.203 0.632 -0.030 0.048 -0.572 -0.309
C 1.905 0.244 -1.333 0.130 -0.122 0.259
C 3.415 0.480 -1.329 -0.157 0.188 -0.259
C 3.821 1.952 -1.364 0.165 -0.191 0.203
C 3.441 2.717 -0.093 0.056 -0.021 -0.245
C -1.777 1.208 1.186 -0.184 0.188 0.007
O -2.043 -1.419 0.091 -0.283 0.052 -0.195
C -1.141 -2.026 -0.709 0.758 -0.621 0.092
C -1.026 -1.913 -2.086 -0.241 0.174 0.139
C -0.019 -2.636 -2.692 -0.045 0.006 0.009
C 0.850 -3.443 -1.951 0.136 -0.104 -0.087
C 0.737 -3.553 -0.583 -0.081 0.076 0.094
C -0.275 -2.836 0.053 -0.416 0.422 -0.433
H -0.122 -4.457 2.443 0.025 -0.097 0.049
H -0.721 -3.154 3.480 0.059 -0.063 0.059
H 0.896 -3.052 2.747 0.079 -0.022 0.024
H -4.138 -0.118 2.902 0.181 -0.105 0.006
H -5.140 1.089 0.846 -0.103 -0.075 -0.012
H -4.652 2.974 -0.671 -0.066 0.045 -0.042
H -2.313 3.721 -1.003 0.019 0.084 -0.073
H 0.216 0.168 -0.013 0.127 0.047 0.094
H 1.779 0.266 0.829 -0.122 -0.036 -0.028
H 1.720 -0.818 -1.500 -0.052 0.012 -0.005
H 1.447 0.794 -2.159 -0.086 -0.035 -0.040
H 3.837 -0.014 -2.207 0.046 -0.054 0.047
H 3.850 0.005 -0.446 0.065 -0.069 0.022
H 3.364 2.442 -2.227 0.040 0.039 -0.050
H 4.905 2.008 -1.487 -0.001 0.043 -0.053
H 3.955 3.678 -0.070 -0.062 -0.032 0.094
H 3.748 2.140 0.786 0.088 0.035 0.030
H -0.992 0.750 1.772 0.072 -0.008 0.030
H -1.701 -1.288 -2.648 -0.079 0.079 -0.099
H 0.103 -2.578 -3.763 -0.004 0.020 -0.097
H 1.623 -3.991 -2.470 0.065 -0.051 -0.037
H 1.407 -4.179 -0.014 0.093 -0.090 0.045


[3]
7
Properties=species:S:1:pos:R:3:forces:R:3 method="wB97M-V/def2-TZVPD" multiplicity=1 homo_lumo_gap_ev=9.72 e_above_lowest_kcal_mol=129.41 homo_ev=-16.4 total_charge=+1
C 0.303 -0.419 -0.924 0.152 1.430 0.567
N -0.633 0.275 0.945 4.107 7.928 -0.560
O -0.602 -0.507 -0.092 0.242 -2.082 0.300
H 0.274 -0.966 -1.766 -0.825 -2.445 -2.651
H 1.079 0.301 -0.933 0.750 0.976 0.986
H 0.410 1.292 0.896 -3.882 -3.982 0.341
H -0.832 0.025 1.874 -0.544 -1.825 1.018